No. 1
A cluster of 8 separate species, C43H108N8O11 in total at a distorted geometry, computed with the ωB97M-V functional and the def2-TZVPD basis.

Geometry as XYZ:
```
170
Properties=species:S:1:pos:R:3:mulliken_charge:R:1
C -30.33301 -33.13387 -21.58919 -1.659
C -29.03004 -32.59447 -20.79355 1.781
C -29.43151 -31.75109 -19.55175 -1.962
C -28.41320 -33.95281 -20.22799 -1.389
C -26.98475 -33.77720 -19.69180 -0.004
C -26.16954 -33.02675 -20.70861 -1.494
C -26.67741 -31.59575 -21.16201 2.232
C -26.45348 -30.56409 -20.07926 -0.856
C -25.80254 -31.14134 -22.31633 -1.876
N -28.06366 -31.84894 -21.62878 -0.152
O -28.63662 -30.67850 -22.13970 -0.029
H -30.69420 -32.27466 -22.15432 0.347
H -30.03149 -33.89220 -22.31177 0.443
H -31.14816 -33.42867 -20.92834 0.338
H -29.57918 -30.67986 -19.68871 0.120
H -30.29862 -32.24218 -19.11012 0.577
H -28.74853 -31.79845 -18.70358 0.182
H -28.96639 -34.30133 -19.35586 0.384
H -28.32672 -34.75067 -20.96559 0.390
H -26.97928 -33.20796 -18.76227 -0.208
H -26.59536 -34.78774 -19.56814 0.472
H -26.02981 -33.63798 -21.60022 0.368
H -25.16396 -32.86840 -20.31895 0.487
H -26.39589 -29.53175 -20.42432 -0.267
H -25.52266 -30.68608 -19.52537 0.218
H -27.28072 -30.35328 -19.40151 -0.010
H -24.78436 -30.99021 -21.95777 0.402
H -26.27740 -30.25893 -22.74524 0.013
H -25.75507 -31.93488 -23.06208 0.577
H -28.54878 -31.00091 -23.03966 0.327
C -25.28120 -26.75801 -20.54745 -0.430
O -25.70025 -25.51121 -21.18137 -0.351
C -25.41632 -24.41296 -20.37204 -0.452
C -26.52578 -23.38754 -20.64698 0.722
C -26.18172 -21.97805 -20.13335 -1.596
N -27.75073 -23.89767 -20.03787 -0.540
H -25.79064 -27.03393 -19.62417 -0.118
H -24.22570 -26.69659 -20.28239 0.466
H -25.32339 -27.60567 -21.23140 0.210
H -25.16767 -24.50025 -19.31437 -0.079
H -24.51726 -24.07329 -20.88624 0.478
H -26.69929 -23.25198 -21.71450 0.278
H -25.57259 -21.37754 -20.80896 0.365
H -25.75290 -22.09949 -19.13863 0.263
H -26.96624 -21.24597 -19.94182 0.414
H -28.53019 -23.70387 -20.65022 0.256
H -27.56995 -24.88955 -20.09780 -0.011
C -25.16673 -32.84877 -16.32367 -1.020
O -25.07571 -32.18241 -15.10635 -0.223
C -24.13965 -32.68145 -14.16653 -0.773
C -24.22056 -32.02252 -12.81743 0.728
C -23.97975 -30.57361 -12.90904 -1.300
N -23.28290 -32.64630 -11.86100 -0.762
H -25.80224 -32.24563 -16.97208 0.111
H -25.41819 -33.89719 -16.48395 0.521
H -24.33706 -32.81644 -17.02986 0.453
H -24.44981 -33.70255 -13.94462 0.336
H -23.16579 -32.72549 -14.65413 0.288
H -25.16453 -32.24795 -12.32125 0.203
H -24.79156 -30.14793 -13.49884 0.093
H -23.08243 -30.36844 -13.49284 0.344
H -23.76987 -30.07967 -11.96031 0.462
H -22.32249 -32.48160 -12.12666 0.262
H -23.49102 -33.62716 -11.98225 0.280
C -31.02519 -25.87568 -23.85740 -0.572
O -29.98301 -26.60821 -24.44008 -0.494
C -29.20401 -27.13738 -23.46541 -0.550
C -28.16265 -28.08291 -24.11809 1.948
C -27.35330 -27.35320 -25.12883 -1.798
N -28.85553 -29.17290 -24.74636 -0.492
H -31.76196 -26.52866 -23.38956 0.152
H -31.50898 -25.35756 -24.68541 0.287
H -30.65679 -25.20316 -23.08274 0.244
H -28.81615 -26.25289 -22.96010 0.401
H -29.82747 -27.74219 -22.80692 0.242
H -27.39469 -28.34892 -23.39175 -0.996
H -26.59949 -27.98370 -25.60036 0.474
H -26.80289 -26.46910 -24.80711 0.339
H -27.97827 -26.94481 -25.92302 0.395
H -28.35711 -29.38186 -25.59960 0.251
H -29.65687 -28.79121 -25.22830 0.310
C -25.25315 -27.18934 -12.79470 -0.984
O -25.37923 -26.72544 -14.13062 -0.335
C -24.65089 -25.53537 -14.40233 -1.319
C -25.03860 -24.61408 -15.47112 0.545
C -26.43450 -24.12899 -15.33939 -0.985
N -24.78021 -25.21019 -16.76134 -0.461
H -25.50609 -26.41290 -12.07270 0.317
H -24.21535 -27.48328 -12.63762 0.368
H -25.80466 -28.12521 -12.70477 0.327
H -24.88546 -24.91670 -13.53612 0.530
H -23.61860 -25.88524 -14.41002 0.346
H -24.35896 -23.76666 -15.38133 0.531
H -26.81586 -23.74517 -16.28562 0.270
H -26.78334 -23.41548 -14.59286 0.405
H -26.98114 -25.03831 -15.08956 0.042
H -25.10654 -26.16601 -16.76651 0.067
H -25.39731 -24.66622 -17.34733 -0.267
C -21.41426 -27.20408 -23.96634 -0.595
O -21.10539 -28.54426 -23.73175 -0.336
C -20.78137 -28.76474 -22.37229 -0.241
C -20.09368 -30.15975 -22.26233 -0.905
N -18.73695 -30.23772 -22.74854 -0.377
C -18.54230 -30.35371 -24.17495 -0.417
C -17.06330 -30.84197 -24.32091 -0.606
O -17.06290 -32.11046 -23.64967 -0.337
C -15.81358 -32.87631 -23.53230 -0.780
H -22.15337 -26.95138 -23.20611 0.118
H -22.04429 -27.24105 -24.85504 0.287
H -20.49248 -26.62896 -23.87886 0.321
H -21.72000 -28.83161 -21.82220 0.075
H -20.24860 -27.92864 -21.91930 0.414
H -20.73212 -30.97727 -22.59724 0.423
H -19.97242 -30.30618 -21.18904 0.452
H -18.26290 -31.07487 -22.44103 0.277
H -18.68180 -29.33777 -24.54442 0.307
H -19.23243 -31.06492 -24.62884 0.289
H -16.32968 -30.11832 -23.96561 0.341
H -16.92475 -30.92777 -25.39866 0.420
H -16.01448 -33.84253 -23.06955 0.245
H -14.97746 -32.46042 -22.97013 0.310
H -15.48873 -33.07671 -24.55329 0.305
C -33.17365 -30.02994 -16.19364 -0.785
O -33.73581 -29.39598 -17.39228 -0.454
C -32.87979 -28.24028 -17.64988 -0.001
C -33.31853 -27.75972 -19.05524 -0.962
N -33.33953 -28.90668 -20.00465 0.074
C -34.13043 -28.71970 -21.15045 -0.711
C -33.88659 -29.89315 -22.05822 0.057
O -34.58217 -29.77037 -23.25922 -0.427
C -34.19076 -30.74128 -24.23639 -0.577
H -32.87945 -29.42117 -15.33868 0.330
H -32.33636 -30.66745 -16.47757 0.252
H -33.88323 -30.74161 -15.77160 0.299
H -31.80295 -28.38975 -17.57130 0.065
H -33.09640 -27.36907 -17.03168 0.354
H -32.61199 -27.07863 -19.52961 0.352
H -34.23914 -27.17650 -19.03455 0.403
H -33.67832 -29.64606 -19.40579 0.243
H -33.75623 -27.81517 -21.62992 0.185
H -35.17823 -28.52533 -20.92147 0.382
H -34.19321 -30.89162 -21.74653 0.310
H -32.83537 -29.87896 -22.34604 0.006
H -34.32487 -31.68755 -23.71228 0.295
H -33.17648 -30.52047 -24.56891 0.197
H -34.85594 -30.70705 -25.09921 0.230
C -22.47783 -28.45878 -18.18415 -0.798
O -23.86253 -28.04659 -17.89764 -0.008
C -24.59516 -28.65877 -16.88184 -1.174
C -26.17483 -28.58281 -17.04468 0.117
N -26.74256 -27.40951 -16.41467 1.352
C -28.19268 -27.33818 -16.37477 -1.503
C -28.77982 -26.90713 -17.76862 0.085
O -29.03485 -28.04647 -18.65940 0.157
C -29.38965 -27.73999 -19.95964 -1.089
H -22.13479 -29.34641 -17.65261 0.368
H -21.83651 -27.64905 -17.83609 0.360
H -22.39690 -28.64040 -19.25586 0.000
H -24.28785 -28.36996 -15.87673 0.176
H -24.31249 -29.71147 -16.88544 0.790
H -26.48088 -29.42383 -16.42249 0.662
H -26.51983 -28.82065 -18.05092 -0.459
H -26.23061 -27.10264 -15.59991 -0.391
H -28.31629 -26.50974 -15.67728 0.583
H -28.71615 -28.25299 -16.09692 0.338
H -28.17403 -26.08364 -18.14676 -0.278
H -29.75853 -26.55093 -17.44715 0.524
H -28.55378 -27.79652 -20.65694 0.073
H -29.89130 -26.78856 -20.13637 0.622
H -30.01021 -28.54790 -20.34730 0.220
```

Values from the calculation:
Kohn-Sham gap (eV): 8.45
F_max (eV/Å): 3.66
Structure (SMILES): CC1(C)CCCC(C)(C)N1O.COC[C@H](C)N.COC[C@H](C)N.COC[C@H](C)N.COC[C@H](C)N.COCCNCCOC.COCCNCCOC.COCCNCCOC
E_LUMO (eV): 0.59
Energy (hartree): -2968.34801
Net charge: 0
Highest occupied orbital energy (eV): -7.9

***

No. 2
A cluster of 9 separate species, C43H110N6O17 in total at a distorted geometry, computed with the ωB97M-V functional and the def2-TZVPD basis.

Geometry as XYZ:
```
176
Properties=species:S:1:pos:R:3:mulliken_charge:R:1
C -24.44025 7.06146 -4.34682 -0.602
O -23.37874 7.77109 -5.06524 0.060
C -22.10614 7.77355 -4.40130 -0.811
C -21.32415 6.46332 -4.53532 -0.344
N -20.00246 6.68349 -3.95913 -0.386
C -19.04441 7.44855 -4.74925 -0.313
C -17.63002 7.08563 -4.37530 -0.842
O -17.39710 5.71534 -4.74088 -0.306
C -16.14946 5.21481 -4.41497 -0.725
H -24.44580 7.38566 -3.31018 0.585
H -24.25458 6.00248 -4.33061 0.281
H -25.27796 7.32272 -4.96525 -0.324
H -22.21407 8.01850 -3.33165 0.305
H -21.62064 8.65855 -4.77597 0.260
H -21.24629 6.23977 -5.60696 0.191
H -21.85195 5.68740 -4.00262 0.401
H -19.56604 5.79202 -3.87086 0.274
H -19.10928 8.53373 -4.58411 0.292
H -19.15218 7.17285 -5.79297 0.273
H -17.49006 7.14161 -3.29079 0.377
H -16.91041 7.78165 -4.79641 0.514
H -15.98904 5.19479 -3.33476 0.299
H -15.38764 5.83712 -4.91784 0.287
H -16.05615 4.20268 -4.80760 0.231
C -29.31881 5.17549 -13.75029 -0.832
O -29.63016 4.95272 -12.35141 -0.463
C -30.84365 5.50375 -11.98643 -1.373
C -31.03443 5.29804 -10.50044 1.920
N -30.94557 3.87723 -10.24459 -0.353
C -31.01501 3.42986 -8.84240 -0.781
C -32.30964 3.89134 -8.20414 0.703
O -32.45555 3.15177 -6.99510 -0.404
C -33.63736 3.47567 -6.27269 -0.728
H -29.27131 6.25552 -13.95716 0.314
H -30.09315 4.72279 -14.37140 0.334
H -28.38664 4.65534 -13.89361 0.267
H -31.64152 4.98658 -12.55059 0.732
H -30.82489 6.53533 -12.29904 0.565
H -32.00937 5.72833 -10.20810 -0.587
H -30.34244 5.96360 -9.94491 -0.853
H -30.21755 3.38500 -10.73723 0.356
H -30.21570 3.93634 -8.37103 0.143
H -31.09481 2.35817 -8.89807 0.390
H -33.16477 3.63150 -8.85143 0.707
H -32.23689 4.96128 -8.01203 -0.891
H -34.51488 3.37921 -6.92277 0.311
H -33.58795 4.50056 -5.92140 0.211
H -33.66086 2.83180 -5.38666 0.276
C -29.80384 11.05326 -8.42188 -0.440
O -30.05318 12.21264 -7.63032 -0.442
C -29.78521 12.22574 -6.28260 -0.740
C -30.59500 11.22170 -5.50990 0.887
N -30.26610 11.43710 -4.14636 -0.394
C -28.90879 11.16911 -3.62329 -1.415
C -28.38729 9.73376 -3.69336 0.737
O -29.29706 9.03565 -2.91435 -0.372
C -28.81091 7.71819 -2.69057 -0.630
H -29.67110 11.39237 -9.44478 0.296
H -30.67931 10.39085 -8.38141 0.301
H -28.88233 10.51451 -8.12166 0.066
H -30.09103 13.19802 -5.89946 0.271
H -28.72454 12.02868 -6.13468 0.399
H -30.42841 10.16200 -5.79949 -0.609
H -31.60939 11.48670 -5.81367 0.147
H -30.87411 10.94152 -3.52749 0.388
H -29.03197 11.35931 -2.54827 0.463
H -28.16071 11.87712 -3.97132 0.391
H -27.36656 9.61695 -3.28282 0.436
H -28.27926 9.22698 -4.67732 -0.468
H -29.58029 7.30978 -2.04756 0.283
H -27.90460 7.69078 -2.07490 0.290
H -28.60100 7.24492 -3.65577 0.121
C -35.68946 8.48607 -14.05723 -0.637
O -34.70149 7.52148 -13.60314 -0.381
C -33.95974 7.93674 -12.43841 -0.056
C -34.57999 7.32170 -11.17387 -0.597
N -33.87787 7.69639 -9.94538 -0.095
C -34.41866 6.97310 -8.81618 -0.908
C -33.77164 7.37682 -7.51578 0.243
O -33.86869 8.79907 -7.40179 -0.449
C -33.37908 9.18760 -6.11357 -0.242
H -36.61840 8.41575 -13.45486 0.248
H -35.89048 8.10766 -15.04470 0.233
H -35.29961 9.51662 -14.02680 0.304
H -33.94606 9.02833 -12.53825 0.391
H -32.93469 7.57607 -12.47083 -0.151
H -34.35604 6.26216 -11.35994 0.177
H -35.66348 7.46924 -11.12071 0.356
H -33.79698 8.70650 -9.87269 0.256
H -34.21979 5.91008 -8.89512 0.252
H -35.48181 7.03734 -8.81608 0.709
H -32.69878 7.08115 -7.47220 -0.506
H -34.32555 6.92751 -6.69348 0.479
H -33.40687 10.26173 -6.12057 0.234
H -32.34159 8.85190 -6.03426 -0.027
H -33.95738 8.67617 -5.35013 0.366
C -23.95766 9.86287 -6.95618 -0.314
O -24.10576 10.87544 -7.90936 -0.550
C -25.11316 10.68543 -8.87322 1.109
C -25.14764 11.90840 -9.73378 -1.290
N -25.42535 13.15773 -9.03193 -0.308
C -26.78782 13.29847 -8.55660 0.311
C -26.91917 14.45258 -7.53723 -0.945
O -26.15172 14.05128 -6.42497 -0.185
C -26.15153 14.99600 -5.41875 -0.844
H -23.05789 10.03704 -6.38468 0.193
H -23.87136 8.87184 -7.37943 0.024
H -24.80763 9.76076 -6.27371 0.269
H -26.08241 10.51265 -8.37838 -0.451
H -24.88503 9.82205 -9.52898 0.275
H -25.93355 11.74023 -10.49110 0.325
H -24.14360 12.00947 -10.14875 0.444
H -24.71525 13.35357 -8.34885 0.385
H -27.26729 12.42143 -8.11409 -0.424
H -27.38727 13.52726 -9.47611 0.312
H -27.96064 14.46987 -7.19896 0.347
H -26.58274 15.41145 -7.95172 0.528
H -25.56351 14.53380 -4.62957 0.234
H -27.16293 15.18545 -5.01949 0.285
H -25.66794 15.93133 -5.77208 0.328
C -23.23903 6.64138 -9.58540 -0.679
O -24.09097 5.61116 -9.12082 -0.379
C -24.23707 5.63367 -7.72038 0.547
C -25.16793 4.50356 -7.27368 -0.473
N -24.71128 3.19986 -7.60592 -0.161
C -25.46994 2.06194 -7.11760 -0.141
C -24.77934 0.75029 -7.47029 -0.760
O -24.56874 0.68397 -8.87637 -0.293
C -23.94358 -0.50331 -9.32601 -0.733
H -22.27789 6.45993 -9.11738 0.416
H -23.55737 7.65811 -9.31004 0.101
H -23.25708 6.47460 -10.65466 0.249
H -24.65212 6.60088 -7.42482 -0.287
H -23.26755 5.57038 -7.20556 0.192
H -26.15233 4.75735 -7.59517 -0.087
H -25.33576 4.61499 -6.20433 0.198
H -24.47366 3.15052 -8.58047 0.349
H -26.52325 2.07522 -7.38014 0.051
H -25.33911 2.08965 -6.01688 0.297
H -25.45589 -0.07129 -7.22253 0.323
H -23.82511 0.69745 -6.98144 0.403
H -23.73508 -0.31812 -10.37265 0.228
H -24.67839 -1.31914 -9.25138 0.270
H -23.11188 -0.72021 -8.65665 0.304
C -27.64083 7.36676 -8.53282 -1.562
C -28.27340 7.50482 -7.13222 1.278
C -29.78637 7.14390 -7.15457 -0.676
O -27.59694 6.82770 -6.10077 0.884
H -26.54766 7.43247 -8.51715 -0.231
H -28.07176 8.13285 -9.17746 0.830
H -27.91952 6.40054 -8.98542 0.234
H -28.15818 8.56207 -6.86234 -0.722
H -30.23393 7.52527 -8.06778 0.638
H -30.39320 7.50000 -6.31987 -0.175
H -29.85511 6.04581 -7.15724 -0.233
H -27.73948 5.86442 -6.08769 -0.258
O -24.97016 8.91595 -12.45395 -0.532
C -26.32999 8.96701 -12.04378 -0.065
C -26.88832 7.55087 -12.10301 -0.178
O -28.30288 7.63710 -11.86472 -0.455
H -24.90548 8.75624 -13.39697 0.328
H -26.35403 9.40649 -11.04722 -0.347
H -26.91891 9.56499 -12.74672 0.342
H -26.36094 6.94145 -11.33955 0.091
H -26.70191 7.11027 -13.09104 0.573
H -28.58529 6.70585 -11.71836 0.143
O -28.15102 1.02490 -5.44597 -0.557
C -29.38782 1.54885 -5.83986 -0.537
C -29.47575 3.04428 -5.53596 -0.398
O -28.39164 3.76387 -6.10398 -0.092
H -27.92540 0.43728 -6.15904 0.323
H -29.53517 1.43194 -6.90817 0.312
H -30.21280 1.10877 -5.29606 0.406
H -29.54135 3.17386 -4.44583 0.400
H -30.38163 3.34472 -6.04450 0.004
H -27.57739 3.37907 -5.79458 0.139
```

Values from the calculation:
Energy above the lowest of the compared OMol25 structures with the same formula, charge and spin (kcal/mol): 21.5
Kohn-Sham gap (eV): 8.65
F_max (eV/Å): 2.74
Structure (SMILES): COCCNCCOC.COCCNCCOC.COCCNCCOC.COCCNCCOC.COCCNCCOC.COCCNCCOC.CC(C)O.OCCO.OCCO
E_LUMO (eV): 0.54
Energy (hartree): -3311.57983
Net charge: 0
Highest occupied orbital energy (eV): -8.1

***

Q: The lowest E_LUMO belongs to which entry?
A: C43H110N6O17

***

Q: What is the formula in the first record?
A: C43H108N8O11

***

Q: The highest highest occupied orbital energy belongs to which entry?
A: C43H108N8O11